[1]
Computed, not measured: C32H56BF3N8O4V as an isolated structure, with ωB97M-V/def2-TZVPD.

Output
Net charge: +1
LUMO level (alpha / beta) in eV: -5.57 / -5.59
HOMO-LUMO gap (alpha / beta) in Ha: 0.19286 / 0.19234

Geometry (Å):
1 V 0.70434 1.26755 -0.12120
2 C -2.77673 -3.42973 0.27199
3 C -1.44723 -3.31618 -0.37897
4 C -0.90271 -4.20870 -1.26278
5 C 0.37871 -3.71811 -1.58364
6 N 0.61340 -2.59748 -0.93545
7 N -0.51415 -2.32947 -0.17546
8 B -0.36783 -0.98237 0.46407
9 N 0.62530 -0.85261 1.63913
10 N 1.12256 0.43089 1.73875
11 C 1.75496 0.50832 2.93457
12 C 1.69224 -0.73915 3.54675
13 C 0.96715 -1.57410 2.70443
14 C 0.56653 -2.99794 2.88450
15 C 2.34159 1.75083 3.56855
16 C 1.65648 1.92482 4.93507
17 C 2.09515 3.01179 2.74775
18 C 3.84683 1.55172 3.79666
19 N -1.51700 0.01201 0.77031
20 N -1.19144 1.31521 0.38781
21 C -2.19215 2.13772 0.87280
22 C -3.05769 1.36056 1.59159
23 C -2.60099 0.04323 1.53697
24 C -3.14831 -1.09225 2.31068
25 C -2.39721 3.62169 0.64788
26 C -1.15577 4.37797 0.20376
27 C -2.88000 4.24347 1.96793
28 C -3.49267 3.78231 -0.42085
29 C 1.36337 -4.30569 -2.56391
30 C 2.73091 -3.63463 -2.44718
31 C 1.50866 -5.80735 -2.29466
32 C 0.81217 -4.09122 -3.98094
33 H -3.29714 -4.27980 -0.16439
34 H -2.68104 -3.62763 1.33960
35 H -3.38767 -2.54429 0.09600
36 H -1.38826 -5.09692 -1.62956
37 H 0.28094 -0.39608 -0.45460
38 H 2.09749 -1.00522 4.50793
39 H 1.33422 -3.52633 3.44646
40 H -0.36186 -3.06597 3.45468
41 H 0.42422 -3.49423 1.92655
42 H 0.57408 2.00909 4.82356
43 H 1.86822 1.08929 5.60145
44 H 2.02249 2.83490 5.41189
45 H 1.02997 3.16566 2.55730
46 H 2.45974 3.87585 3.30354
47 H 2.62634 3.00225 1.79889
48 H 4.03407 0.72328 4.48049
49 H 4.38235 1.34168 2.87032
50 H 4.27429 2.45418 4.23524
51 H -3.94913 1.68407 2.09799
52 H -3.44605 -0.72728 3.29313
53 H -4.03216 -1.48319 1.80559
54 H -2.42103 -1.88965 2.43687
55 H -0.36607 4.35178 0.95557
56 H -0.76576 4.01381 -0.74347
57 H -1.42222 5.42383 0.05107
58 H -2.18079 4.04522 2.78276
59 H -2.96066 5.32375 1.84381
60 H -3.86301 3.87506 2.25739
61 H -3.21754 3.29879 -1.35796
62 H -4.42781 3.32524 -0.10273
63 H -3.65796 4.84656 -0.59869
64 H 3.10528 -3.66629 -1.42241
65 H 3.44662 -4.14735 -3.09125
66 H 2.68809 -2.59028 -2.76535
67 H 1.85491 -5.99285 -1.27632
68 H 0.56121 -6.32914 -2.43133
69 H 2.23199 -6.24273 -2.98588
70 H 0.63740 -3.03001 -4.17490
71 H 1.52168 -4.46278 -4.72272
72 H -0.13288 -4.61698 -4.12096
73 C 3.11237 -0.64827 -0.46719
74 N 2.75912 0.76235 -0.77207
75 C 3.82281 1.60820 -0.18473
76 C 2.73495 1.00213 -2.23699
77 C 1.47536 0.42356 -2.81718
78 N 0.28159 1.09560 -2.23103
79 C 0.05755 2.42861 -2.84482
80 C -0.90784 0.25264 -2.56570
81 H 4.05875 -0.89329 -0.95716
82 H 2.33394 -1.33746 -0.78421
83 H 3.23804 -0.74454 0.61070
84 H 4.78047 1.32903 -0.63111
85 H 3.87066 1.42514 0.88414
86 H 3.63555 2.66178 -0.37152
87 H 3.62168 0.56064 -2.70093
88 H 2.78292 2.08104 -2.39652
89 H 1.39395 -0.63788 -2.57423
90 H 1.45170 0.52247 -3.90550
91 H 0.01773 2.31389 -3.92976
92 H 0.84255 3.13441 -2.58304
93 H -0.90244 2.80791 -2.50165
94 H -1.01980 0.24643 -3.65288
95 H -1.81063 0.66461 -2.11412
96 H -0.74897 -0.76742 -2.22295
97 O 1.19074 2.80514 -0.15274
98 O 1.72052 3.91028 -0.37069
99 F -5.05040 0.95216 -3.56530
100 C -5.22880 -0.16114 -2.83520
101 F -4.82205 -1.19380 -3.60374
102 F -6.54670 -0.30119 -2.63764
103 C -4.44106 -0.14339 -1.48866
104 O -4.56025 -1.17992 -0.82397
105 O -3.77905 0.88790 -1.26406

Löwdin population analysis, charges in e, atoms 1 to 99: 1.04 -0.01 -0.23 0.04 -0.25 0.11 0.04 -0.54 0.05 0.05 -0.19 0.06 -0.22 0.03 -0.53 -0.03 -0.04 -0.02 0.10 0.04 -0.16 0.06 -0.20 0.03 -0.52 -0.04 -0.03 -0.02 -0.55 -0.06 -0.04 -0.03 0.10 0.08 0.04 0.12 0.08 0.13 0.10 0.09 0.08 0.10 0.08 0.10 0.08 0.10 0.05 0.09 0.07 0.10 0.14 0.10 0.10 0.06 0.08 0.05 0.11 0.09 0.10 0.08 0.08 0.10 0.10 0.09 0.09 0.06 0.09 0.08 0.09 0.08 0.09 0.09 -0.05 -0.29 -0.04 -0.14 -0.15 -0.29 -0.03 -0.02 0.11 0.04 0.10 0.12 0.07 0.09 0.15 0.13 0.10 0.15 0.12 0.09 0.10 0.12 0.08 0.09 -0.36 -0.01 0.12

---

[2]
Computed, not measured: a 8-piece molecular cluster, C32H56ClN7O5 overall, with ωB97M-V/def2-TZVPD.

Output
Multiplicity: 2
Net charge: +1
LUMO level (alpha / beta) in eV: -2.10 / -6.67
Expectation value of S²: 0.762
HOMO-LUMO gap (alpha / beta) in Ha: 0.28063 / 0.11271

Geometry (Å):
1 C -3.19647 0.89591 -0.94365
2 C -2.86870 2.14685 -0.06467
3 N -2.61561 3.50821 -0.77010
4 C -3.93233 4.09021 -1.21251
5 C -1.90036 4.42867 0.25230
6 C -2.68792 4.77092 1.53552
7 C -1.76012 3.11787 -2.02513
8 C -1.04826 4.35122 -2.65189
9 O -1.86505 5.50096 -2.86736
10 C -1.29398 6.68404 -3.43520
11 H -4.11608 1.09236 -1.49485
12 H -3.41067 0.08469 -0.24784
13 H -2.40415 0.49416 -1.57527
14 H -1.96223 1.94217 0.50502
15 H -3.64791 2.35434 0.66873
16 H -4.32217 3.51451 -2.05196
17 H -3.75753 5.14425 -1.42828
18 H -4.57720 4.00471 -0.33792
19 H -1.59006 5.32508 -0.28461
20 H -0.95203 3.91841 0.42079
21 H -3.43483 5.52946 1.30131
22 H -1.96375 5.12721 2.26814
23 H -3.28265 3.99840 2.02298
24 H -2.37498 2.69776 -2.82110
25 H -1.10356 2.26968 -1.83117
26 H -0.68940 4.04185 -3.63352
27 H -0.08138 4.64164 -2.24089
28 H -2.02809 7.48338 -3.53630
29 H -0.92142 6.54985 -4.45072
30 H -0.47370 7.05737 -2.82212
31 Cl 1.31974 0.26325 -0.48999
32 O 1.04055 0.63018 -1.83053
33 O 1.22192 1.38107 0.34686
34 O 0.39208 -0.67384 -0.01348
35 O 2.71161 -0.14103 -0.48731
36 C -1.35853 -5.12416 3.10998
37 C -0.91391 -4.21076 1.97736
38 C 0.59891 -3.93225 2.08884
39 C 1.38516 -4.98894 1.44172
40 N 2.00397 -5.84104 0.89235
41 H -0.95864 -6.13134 2.99265
42 H -2.43934 -5.26530 3.11365
43 H -1.06897 -4.75697 4.09458
44 H -1.60081 -3.36592 2.02764
45 H -1.25198 -4.68849 1.05781
46 H 0.89693 -3.78155 3.12643
47 H 0.98379 -3.04575 1.58479
48 C 5.94047 0.12182 1.25141
49 C 6.42188 -1.36871 1.36678
50 C 7.23035 -1.92434 0.20831
51 C 6.62289 -1.63836 -1.14162
52 N 6.17246 -1.45881 -2.21233
53 H 6.64585 0.86247 1.62823
54 H 5.08326 0.16862 1.92303
55 H 5.51141 0.26359 0.25949
56 H 5.63536 -2.10213 1.54443
57 H 7.07740 -1.53033 2.22250
58 H 7.36314 -3.00095 0.31507
59 H 8.17569 -1.38537 0.14538
60 C -4.36186 -3.94202 -2.03809
61 C -3.41324 -3.42450 -0.94228
62 C -2.08604 -2.91606 -1.41099
63 C -2.09581 -2.20102 -2.69522
64 N -2.11539 -1.63611 -3.72283
65 H -5.37485 -4.17120 -1.70731
66 H -3.85925 -4.71200 -2.62342
67 H -4.48764 -3.12673 -2.75054
68 H -3.29478 -4.25042 -0.24091
69 H -3.99451 -2.73024 -0.33547
70 H -1.41415 -3.76701 -1.52307
71 H -1.53872 -2.40367 -0.61977
72 N -1.38921 0.12601 2.60238
73 C -1.33519 1.05870 3.59514
74 C -2.57709 1.37141 4.04537
75 C -3.47594 0.45400 3.43337
76 C -2.70928 -0.31295 2.74979
77 H -0.63738 -0.22335 2.02549
78 H -0.39249 1.57761 3.68699
79 H -2.80204 2.19215 4.71035
80 H -4.55069 0.40165 3.52603
81 H -3.02751 -1.22745 2.27144
82 N 2.69792 0.13708 2.93796
83 C 2.59934 -1.08226 3.52628
84 C 2.73744 -0.91939 4.85405
85 C 2.87718 0.45928 5.11340
86 C 2.73221 1.11637 3.91732
87 H 2.58589 0.23070 1.93857
88 H 2.54581 -2.01419 2.98311
89 H 2.63258 -1.67874 5.61484
90 H 2.91863 0.84236 6.12233
91 H 2.51813 2.12475 3.59519
92 N 2.08061 -1.36399 -4.09119
93 C 3.12142 -0.72226 -4.70202
94 C 3.17519 -1.28998 -5.96113
95 C 2.03911 -2.20304 -6.14920
96 C 1.37818 -2.15603 -4.94324
97 H 1.75999 -1.22031 -3.14427
98 H 3.61605 0.06607 -4.15403
99 H 3.97491 -1.08285 -6.65680
100 H 1.88368 -2.82715 -7.01680
101 H 0.47873 -2.65406 -4.61254

Löwdin population analysis, charges in e, atoms 1 to 99: -0.04 -0.14 -0.23 0.02 -0.13 -0.04 -0.04 -0.19 -0.22 -0.07 0.08 0.07 0.06 0.12 0.11 0.11 0.10 0.10 0.12 0.13 0.08 0.09 0.07 0.13 0.11 0.13 0.13 0.09 0.09 0.09 0.56 -0.37 -0.35 -0.35 -0.35 -0.11 -0.25 -0.18 -0.21 0.13 0.08 0.07 0.08 0.09 0.09 0.11 0.09 -0.06 -0.25 -0.19 -0.21 0.11 0.08 0.04 0.05 0.10 0.11 0.12 0.12 -0.09 -0.27 -0.20 -0.22 0.15 0.08 0.08 0.06 0.10 0.10 0.12 0.10 0.08 -0.15 -0.10 -0.13 -0.21 0.11 0.11 0.10 0.11 0.10 0.01 -0.16 -0.12 -0.10 -0.12 0.09 0.09 0.10 0.09 0.11 0.10 0.06 0.03 0.03 0.01 0.14 0.16 0.12

---

Number 1: largest force on an atom 1.35 eV/Å, total energy -3260.1748 Ha. Number 2: largest force on an atom 7.42 eV/Å, total energy -2471.8883 Ha.